# 1
C20H26AsClCuN4OS2Si2 as an isolated structure, computed with ωB97M-V/def2-TZVPD.

E_HOMO (alpha / beta), hartree: -0.0500 / -0.0633
Total charge: -2
Expectation value of S²: 0.7590
Multiplicity: 2
Energy above the lowest of the compared OMol25 structures with the same formula, charge and spin, kJ/mol: 25.7

Last column: Mulliken charge in e.
Geometry (Å):
Cu  -0.167  0.228  -0.150  0.634
S  -0.831  -1.912  0.482  -0.558
C  -0.101  -2.165  2.039  0.579
C  -0.167  -3.443  2.597  -1.073
C  0.353  -3.741  3.855  0.529
C  0.257  -5.068  4.362  -0.082
N  0.186  -6.148  4.759  -0.635
C  0.963  -2.713  4.597  0.496
C  1.041  -1.437  4.049  -0.720
C  0.533  -1.122  2.782  0.232
S  0.704  0.488  2.178  -0.561
C  1.506  -2.958  5.892  -0.131
N  1.938  -3.151  6.943  -0.633
H  -0.642  -4.231  2.026  0.478
H  1.514  -0.648  4.620  0.462
Cl  0.611  2.188  -1.184  -0.637
N  4.686  -3.799  -3.735  -0.423
C  4.920  -3.310  -2.473  0.226
O  5.913  -3.626  -1.851  -0.623
C  3.883  -2.376  -1.949  0.937
C  3.734  -2.247  -0.577  -0.899
C  2.732  -1.422  -0.093  -0.190
N  1.933  -0.727  -0.891  0.109
C  2.098  -0.819  -2.202  -0.066
C  3.049  -1.640  -2.781  -0.873
H  5.277  -4.562  -4.018  0.238
H  3.742  -3.796  -4.084  0.221
H  4.381  -2.797  0.093  0.448
H  2.548  -1.295  0.967  0.328
H  1.442  -0.194  -2.798  0.238
H  3.148  -1.665  -3.860  0.422
C  -2.209  3.935  -2.103  -1.042
Si  -2.685  2.166  -2.574  0.442
C  -1.634  1.672  -4.069  -0.980
C  -4.472  2.287  -3.225  -1.133
As  -2.596  0.454  -0.998  -0.261
Si  -3.241  1.620  0.910  0.550
C  -4.936  2.450  0.641  -1.089
C  -3.449  0.377  2.314  -0.720
C  -2.069  2.973  1.509  -0.829
H  -2.219  4.562  -3.003  0.358
H  -1.208  3.956  -1.670  0.247
H  -2.917  4.363  -1.389  0.282
H  -1.783  2.377  -4.894  0.328
H  -1.916  0.674  -4.415  0.290
H  -0.577  1.663  -3.790  0.172
H  -4.546  3.035  -4.024  0.309
H  -5.166  2.567  -2.429  0.257
H  -4.799  1.323  -3.623  0.280
H  -5.674  1.729  0.282  0.268
H  -4.872  3.260  -0.092  0.226
H  -5.300  2.876  1.583  0.359
H  -4.075  -0.464  2.010  0.264
H  -3.901  0.859  3.189  0.339
H  -2.472  -0.016  2.601  -0.058
H  -2.019  3.806  0.808  0.245
H  -1.060  2.575  1.636  0.079
H  -2.416  3.354  2.477  0.339

Atomic forces in eV per Å
Cu -0.2 0.2 0.3
S 0.0 0.1 -0.1
C 0.0 0.0 0.0
C 0.1 0.0 0.2
C 0.0 0.3 -0.2
C 0.0 -0.3 0.1
N 0.0 0.0 0.0
C -0.1 0.1 -0.3
C 0.0 -0.2 0.1
C 0.0 0.0 0.0
S 0.0 0.0 -0.3
C 0.1 -0.1 0.3
N 0.0 0.0 0.0
H 0.0 0.0 0.0
H 0.0 0.0 0.0
Cl 0.1 -0.2 0.1
N -0.1 0.0 0.0
C 0.1 -0.1 -0.2
O 0.1 0.0 0.1
C -0.1 0.1 0.1
C 0.1 0.0 0.0
C 0.0 0.0 0.1
N -0.1 0.0 0.0
C -0.1 0.1 -0.1
C 0.0 0.0 -0.1
H 0.0 0.0 0.0
H 0.0 0.0 0.0
H 0.0 0.0 0.0
H 0.0 0.0 0.0
H 0.0 0.0 0.0
H 0.0 0.0 0.0
C -0.1 0.0 -0.1
Si 0.1 0.2 0.0
C 0.0 0.0 0.1
C 0.1 0.0 0.0
As 0.2 -0.1 0.0
Si 0.0 0.1 0.0
C 0.1 0.0 0.1
C 0.0 0.1 -0.1
C -0.1 -0.1 0.0
H 0.0 0.0 0.0
H -0.1 0.0 0.0
H 0.0 0.0 0.0
H 0.0 0.0 0.0
H 0.0 0.0 0.0
H -0.1 0.0 0.0
H 0.0 0.0 0.0
H 0.0 0.0 0.0
H 0.0 0.0 0.0
H 0.0 0.0 0.0
H 0.0 0.0 0.0
H 0.0 0.0 0.0
H 0.0 0.0 0.0
H 0.0 0.0 0.0
H 0.0 0.0 0.0
H 0.0 0.0 -0.1
H -0.1 0.0 0.0
H 0.0 0.0 0.0


# 2
C20H26AuBrN3O4SSe as an isolated structure, computed with ωB97M-V/def2-TZVPD.

E_HOMO (alpha / beta), hartree: -0.4254 / -0.4458
Total charge: +1
Expectation value of S²: 2.0140
Multiplicity: 3
Energy above the lowest of the compared OMol25 structures with the same formula, charge and spin, kJ/mol: 2.7

Last column: Mulliken charge in e.
Geometry (Å):
Au  -2.635  2.730  0.529  0.378
O  -2.061  -1.434  1.350  -0.555
S  -2.698  -0.308  0.731  1.158
O  -4.061  -0.028  1.058  -0.555
O  -1.801  0.959  1.136  -0.634
O  -2.514  -0.316  -0.781  -0.494
Br  -5.901  8.164  -1.504  -0.084
C  -4.961  6.647  -0.941  0.375
C  -3.584  6.697  -0.788  -0.600
C  -2.927  5.558  -0.373  0.012
N  -3.569  4.411  -0.113  -0.297
C  -4.904  4.371  -0.262  -0.033
C  -5.634  5.465  -0.673  -0.604
H  -3.028  7.601  -0.987  0.421
H  -1.855  5.553  -0.241  0.382
H  -5.388  3.429  -0.045  0.415
H  -6.705  5.390  -0.782  0.422
C  2.916  2.203  0.631  -1.220
C  3.312  0.761  0.934  0.343
C  2.700  0.223  2.226  -0.717
C  1.199  -0.034  2.140  -1.117
N  0.893  -1.130  1.220  1.172
C  0.315  -1.052  0.017  -1.421
Se  -0.285  0.521  -0.802  0.393
N  0.176  -2.269  -0.514  1.032
C  -0.413  -2.576  -1.820  -1.081
C  0.460  -2.162  -2.999  -0.383
C  1.852  -2.793  -3.055  -0.574
C  2.891  -2.149  -2.138  -0.866
C  0.654  -3.191  0.400  1.030
C  0.732  -4.580  0.359  -1.158
C  1.258  -5.202  1.470  -0.785
C  1.694  -4.472  2.590  -0.858
C  1.627  -3.097  2.628  -0.988
C  1.102  -2.468  1.503  1.117
H  3.385  2.552  -0.289  0.376
H  3.230  2.866  1.438  0.349
H  1.836  2.321  0.511  0.197
H  4.398  0.702  1.018  0.411
H  3.043  0.108  0.097  -0.359
H  2.860  0.940  3.035  0.488
H  3.206  -0.699  2.522  0.380
H  0.654  0.845  1.805  0.402
H  0.780  -0.311  3.107  0.418
H  -1.392  -2.094  -1.858  0.250
H  -0.574  -3.652  -1.832  0.537
H  0.553  -1.070  -3.031  0.268
H  -0.105  -2.437  -3.893  0.454
H  2.210  -2.713  -4.083  0.417
H  1.778  -3.865  -2.848  0.260
H  2.919  -1.067  -2.290  0.243
H  3.886  -2.533  -2.358  0.443
H  2.703  -2.341  -1.081  0.057
H  0.392  -5.150  -0.493  0.424
H  1.333  -6.280  1.486  0.434
H  2.090  -5.006  3.442  0.443
H  1.959  -2.540  3.491  0.484

Atomic forces in eV per Å
Au -0.1 -0.1 0.0
O 0.1 0.0 0.0
S -0.2 0.2 0.3
O 0.1 0.1 -0.1
O 0.0 -0.1 -0.1
O 0.1 -0.1 -0.1
Br 0.0 0.0 0.0
C 0.0 0.0 0.0
C 0.0 0.0 0.0
C 0.0 0.0 0.0
N -0.1 0.1 0.1
C 0.0 0.0 0.0
C 0.0 0.0 0.0
H 0.0 0.0 0.0
H 0.0 0.0 0.0
H 0.0 0.0 0.0
H 0.0 0.0 0.0
C 0.0 0.0 0.0
C 0.0 0.0 0.0
C 0.0 0.0 0.0
C 0.0 0.0 0.1
N 0.0 0.0 -0.1
C 0.0 0.0 0.1
Se 0.0 0.1 -0.1
N 0.0 0.0 0.0
C -0.1 0.0 -0.1
C 0.0 0.0 0.0
C 0.0 0.0 0.0
C 0.0 0.0 0.0
C 0.0 0.0 0.0
C 0.0 -0.1 0.0
C 0.0 0.0 0.0
C 0.0 0.1 0.0
C 0.0 0.0 0.1
C 0.0 0.0 -0.1
H 0.0 0.0 0.0
H 0.0 0.0 0.0
H 0.0 0.0 0.0
H 0.0 0.0 0.0
H 0.0 0.0 0.0
H 0.0 0.0 0.0
H 0.0 0.0 0.0
H 0.0 0.0 0.0
H 0.0 0.0 0.0
H 0.0 0.0 0.0
H 0.0 0.0 0.0
H 0.0 0.0 0.0
H 0.0 0.0 0.0
H 0.0 0.0 0.0
H 0.0 0.0 0.0
H 0.0 0.0 0.0
H 0.0 0.0 0.0
H 0.0 0.0 0.0
H 0.0 0.0 0.0
H 0.0 0.0 0.0
H 0.0 0.0 0.0
H 0.0 0.0 0.0